1.
The ion C4H7N2S with charge +1 in a non-equilibrium geometry. Source: the OMol25 dataset; level of theory: ωB97M-V/def2-TZVPD.

```
14
Properties=species:S:1:pos:R:3:forces:R:3
C 1.6494 0.5105 -0.0620 1.1 -0.7 0.0
C 3.7576 -0.7494 -0.0153 1.7 -0.9 0.0
C -1.8480 0.2712 -0.3535 -0.8 1.9 -0.1
C -0.9642 1.0666 0.6224 0.1 -0.3 -0.6
N 2.6997 -0.0571 -0.0494 -2.5 1.2 0.0
N -1.6953 -1.0777 -0.2324 1.1 -2.0 0.5
S 0.5554 1.6923 -0.2485 -0.4 0.4 0.2
H 4.2438 -1.0314 -0.9328 0.0 -0.1 -0.3
H 4.1997 -1.0219 0.9274 0.0 0.0 0.3
H -2.8644 0.4844 0.0313 -0.2 0.0 -0.1
H -1.8360 0.6992 -1.3727 0.1 -0.1 0.2
H -1.4495 1.9801 0.9599 0.1 0.1 0.0
H -0.6735 0.4414 1.4602 0.1 0.1 0.1
H -1.9275 -1.6155 -1.0613 -0.3 0.2 -0.2
```
Forces are in eV/Å.

Values from the calculation:
Gap between HOMO and LUMO (alpha / beta) (eV): 7.05 / 9.12
HOMO (alpha / beta) (eV): -13.60 / -13.54
ΔE to the lowest compared entry with this formula, charge and spin (kcal per mole): 118.8
Net charge: +1


2.
The molecule C4H6N2O2 in a non-equilibrium geometry. Source: the OMol25 dataset; level of theory: ωB97M-V/def2-TZVPD.

```
14
Properties=species:S:1:pos:R:3:forces:R:3
C 1.0011 -0.0302 1.0580 -1.3 -3.0 0.2
C 0.8247 -0.6440 -0.4477 4.3 4.8 2.0
C -0.1791 1.4122 -0.5715 -1.1 2.8 -1.9
C -1.4127 -1.0261 -0.1920 -0.9 -6.4 -2.5
H 0.7959 -1.0201 1.7934 1.0 3.1 -1.5
H 0.1466 0.7623 1.1230 1.9 -2.0 0.9
H 1.9675 0.5505 1.1279 -0.9 -1.3 0.2
H 1.6889 -1.0256 -0.9568 0.8 -0.7 0.6
H 0.0429 2.5341 -0.6871 0.2 -1.9 0.3
H -2.0868 -2.0256 -0.3033 1.7 2.5 0.7
N -1.3429 1.2452 -0.0322 0.8 1.3 -1.0
N -1.9613 0.0351 0.0284 -1.2 2.0 1.2
O 0.6960 0.5789 -1.1825 -0.7 2.8 0.0
O -0.1807 -1.3468 -0.7576 -4.6 -3.9 0.7
```
Forces are in eV/Å.

Values from the calculation:
Gap between HOMO and LUMO (eV): 10.38
HOMO (eV): -9.86
Structure (SMILES): CC1OC=NN=CO1
ΔE to the lowest compared entry with this formula, charge and spin (kcal per mole): 121.5